Run 1
9
Properties=species:S:1:pos:R:3 method="wB97M-V/def2-TZVPD" orbital_gap_ev="7.890 / 7.891"
O -0.42124 -1.67368 0.18283
H 2.10276 0.25939 -0.25453
C -2.86963 -0.01855 -0.09642
C 1.08382 0.04366 -0.10733
H 1.26000 -2.20018 -0.38914
C -1.76069 -0.32512 0.20164
H 0.38225 0.84706 0.02589
H -3.78928 0.41939 0.18140
C 0.75718 -1.22640 -0.20103



Run 2
9
Properties=species:S:1:pos:R:3 method="wB97M-V/def2-TZVPD" orbital_gap_ev=10.058
H 0.17532 -1.04488 1.86592
H 2.23638 -0.27925 0.25801
C 1.16945 -0.24161 0.11882
C -0.56652 0.35766 -1.00510
O 0.77094 0.28217 -1.07981
C 0.11749 -0.51135 0.92214
H -1.12597 0.77309 -1.82941
H -1.66419 0.80852 0.43803
C -1.04358 -0.04521 0.19593



Quick one: least stable of them? run 1